[1]
Entry from the OMol25 dataset: 2 unconnected molecules or ions with the total composition C4H13N2OS (ωB97M-V/def2-TZVPD).

The geometry in XYZ format:
```
21
Properties=species:S:1:pos:R:3
C 0.0414 1.0678 -0.6645
N -0.8103 -0.0817 -0.8665
C -2.1367 0.0624 -0.2851
N -2.8135 -1.2136 -0.1035
C 1.4856 0.7758 -1.0957
C 2.3284 -0.1211 -0.1646
S 1.7535 -1.7355 0.4977
H 0.0556 1.4229 0.3679
H -0.3379 1.8894 -1.2586
H -0.3552 -0.8889 -0.4316
H -2.1162 0.5670 0.6929
H -2.7163 0.7389 -0.9326
H -3.1643 -1.5232 -1.0179
H -2.0695 -1.8891 0.0964
H 1.4491 0.4416 -2.1287
H 2.0114 1.7417 -1.0438
H 2.6092 0.5157 0.6725
H 3.2488 -0.3575 -0.6829
H 1.0128 0.0178 3.1160
H 0.3607 -1.0147 2.2382
O 0.1637 -0.4157 2.9944
```

Results
Energy relative to the best compared isomer or geometry (same formula, charge and spin), kJ/mol: 0.00
Net charge: -1
Kohn-Sham gap, eV: 7.076
2S+1: 1
DFT total energy, eV: -20222.9330

Listed below, in e, are the natural (NBO) charges computed for each atom: C -0.214; N -0.685; C -0.040; N -0.832; C -0.402; C -0.511; S -0.703; H 0.160; H 0.162; H 0.395; H 0.149; H 0.148; H 0.339; H 0.360; H 0.191; H 0.180; H 0.164; H 0.186; H 0.457; H 0.497; O -0.999

[2]
Entry from the OMol25 dataset: 3 unconnected molecules or ions with the total composition C21H57N6O4P3 in a non-equilibrium geometry (ωB97M-V/def2-TZVPD).

The geometry in XYZ format:
```
91
Properties=species:S:1:pos:R:3
C -0.5664 -4.1351 4.7034
N 0.8484 -4.3296 4.9579
C 1.2913 -5.6273 4.4700
P 2.0005 -3.0803 4.6291
O 2.0392 -3.1351 3.1200
N 1.4186 -1.4867 4.8223
C 0.2602 -1.1103 5.5984
C 1.6120 -0.5714 3.7064
N 2.5647 -3.0424 6.3046
C 4.0089 -2.7493 6.3795
C 2.2261 -4.0530 7.3017
H -1.1162 -5.0386 4.9760
H -0.7859 -3.8982 3.6530
H -0.9786 -3.3514 5.3372
H 2.3257 -5.8171 4.7785
H 1.2495 -5.6962 3.3765
H 0.6793 -6.4245 4.8973
H -0.6661 -1.2122 5.0188
H 0.3390 -0.0660 5.9148
H 0.1729 -1.6968 6.5136
H 0.8428 -0.7053 2.9328
H 2.5859 -0.7166 3.2466
H 1.5783 0.4647 4.0513
H 4.6151 -3.6061 6.0694
H 4.2958 -2.4664 7.3926
H 4.2527 -1.9062 5.7266
H 2.6019 -5.0517 7.0583
H 1.1526 -4.1038 7.4554
H 2.6599 -3.7540 8.2599
C -0.8921 4.2391 -5.0896
N 0.3006 3.4327 -5.2657
C 1.4237 4.0001 -4.5339
P 0.2475 1.7065 -5.1428
O 0.0880 1.5445 -3.6505
N -1.2242 0.9993 -5.6416
C -2.2004 1.6241 -6.5032
C -1.8698 0.0819 -4.7080
N 0.8770 1.4837 -6.7796
C 1.7338 0.2853 -6.8680
C 1.4622 2.5542 -7.5807
H -0.6412 5.2957 -5.2050
H -1.3646 4.0995 -4.1073
H -1.6258 4.0362 -5.8678
H 2.3465 3.4596 -4.7736
H 1.2792 3.9515 -3.4476
H 1.5798 5.0418 -4.8222
H -2.8834 2.2709 -5.9390
H -2.8050 0.8630 -7.0050
H -1.7318 2.2079 -7.2962
H -2.4478 0.6123 -3.9401
H -1.1355 -0.5417 -4.2051
H -2.5436 -0.5872 -5.2480
H 2.7045 0.4422 -6.3878
H 1.8997 0.0024 -7.9077
H 1.2442 -0.5604 -6.3766
H 2.3723 2.9792 -7.1459
H 0.7436 3.3498 -7.7517
H 1.7155 2.1518 -8.5654
C -0.0166 4.1251 2.6556
P 0.4687 2.8791 1.3065
C 0.8675 1.5518 0.0015
C -0.3415 0.5704 -0.0251
C 0.0661 -0.8386 -0.4546
C -0.9836 -1.9581 -0.2823
C -2.0011 -1.7865 0.8568
C -3.3632 -1.2352 0.4595
O -3.3249 -0.2067 -0.5482
C -4.1106 0.8596 -0.2771
C -3.5481 2.2344 -0.5491
O -5.2552 0.7577 0.1364
H -0.4644 5.0172 2.2137
H 0.8209 4.3949 3.3001
H -0.7841 3.6574 3.2796
H 1.0046 2.0485 2.3446
H 1.2514 3.8626 0.6221
H -0.8998 2.8176 0.8960
H 1.7957 1.0285 0.2410
H 0.9492 2.0168 -0.9820
H -0.7902 0.6346 0.9693
H -1.0034 0.9516 -0.7937
H 0.2861 -0.7639 -1.5203
H 1.0126 -1.0687 0.0352
H -0.4128 -2.8562 -0.0414
H -1.4711 -2.1852 -1.2282
H -1.5393 -1.2483 1.6814
H -2.2039 -2.7844 1.2485
H -4.0144 -2.0296 0.1004
H -3.8501 -0.8528 1.3550
H -3.6025 2.8423 0.3469
H -4.1721 2.6849 -1.3178
H -2.5312 2.2201 -0.9268
```

Results
SMILES string: CN(C)P(=O)(N(C)C)N(C)C.CN(C)P(=O)(N(C)C)N(C)C.C[PH3]CCCCCCOC(C)=O
Kohn-Sham gap, eV: 8.195
2S+1: 1
DFT total energy, eV: -67694.0310

Listed below, in e, are the Mulliken charges computed for each atom: C -1.129; N 0.275; C -1.152; P 0.655; O -0.918; N 0.271; C -1.042; C -1.087; N 0.121; C -1.068; C -0.935; H 0.406; H 0.334; H 0.268; H 0.365; H 0.311; H 0.349; H 0.320; H 0.365; H 0.265; H 0.207; H 0.350; H 0.463; H 0.336; H 0.383; H 0.316; H 0.280; H 0.274; H 0.412; C -0.934; N 0.253; C -1.123; P 0.354; O -0.622; N 0.269; C -1.061; C -1.032; N 0.103; C -1.072; C -0.915; H 0.393; H 0.168; H 0.270; H 0.346; H 0.264; H 0.376; H 0.360; H 0.364; H 0.263; H 0.294; H 0.261; H 0.392; H 0.338; H 0.382; H 0.325; H 0.279; H 0.269; H 0.412; C -1.321; P 0.544; C -0.927; C 0.523; C -1.039; C -0.806; C -0.110; C -0.876; O -0.119; C 0.701; C -0.742; O -0.606; H 0.385; H 0.399; H 0.346; H -0.159; H -0.039; H -0.089; H 0.590; H 0.052; H 0.660; H -0.498; H 0.075; H 0.552; H 0.417; H 0.349; H -0.014; H 0.378; H 0.262; H 0.479; H 0.287; H 0.315; H 0.055